A molecular structure, C23H33GdN3P2S in a non-equilibrium geometry. Source: OMol25; level of theory: ωB97M-V/def2-TZVPD.

Output
HOMO (alpha / beta) = -8.171 / -8.672 eV
max |F| = 0.0385 Eh/bohr
⟨S²⟩ = 16.550
lowest unoccupied orbital energy (alpha / beta) = -2.93 / -2.90 eV
orbital gap (alpha / beta) = 5.2 / 5.8 eV

```
! RIJCOSX wB97M-V def2-TZVPD def2/J DEFGRID3
* xyz 1 8
C -1.8832 -3.9435 -2.3747
C -1.3059 -2.6939 -2.5607
C -2.1806 -1.5770 -2.7473
C -3.5525 -1.6777 -2.3143
C -4.0705 -2.9580 -2.0064
C -3.2618 -4.0801 -2.1000
C -4.2610 -0.4899 -2.1155
C -3.6666 0.7478 -2.3651
C -2.2805 0.7442 -2.7855
C -1.5102 1.9445 -2.6808
C -2.2024 3.1455 -2.5518
C -3.5861 3.1690 -2.2838
C -4.2962 1.9924 -2.1303
H -1.2489 -4.8327 -2.4105
H -5.1095 -3.0318 -1.7015
H -3.6601 -5.0789 -1.9077
H -5.2748 -0.5304 -1.7214
H -1.6541 4.0834 -2.6507
H -4.0776 4.1326 -2.1431
H -5.3405 1.9793 -1.8407
N -1.6687 -0.3993 -3.1491
Gd 0.4815 0.1220 1.4460
C 0.1842 -2.4319 -2.4564
H 0.4183 -1.5541 -3.0786
H 0.7627 -3.3067 -2.8064
C -0.0019 1.8266 -2.6367
H 0.2797 0.9424 -3.2225
H 0.4720 2.7322 -3.0423
P 0.8025 -1.9394 -0.7205
P 0.7709 1.5173 -0.9499
C 0.6252 3.2009 -0.2407
H 1.1442 3.2829 0.7275
H 1.0719 3.9165 -0.9435
H -0.4361 3.4458 -0.1012
C 2.5334 1.4477 -1.4575
H 2.8624 2.4543 -1.7468
H 3.1695 1.0797 -0.6405
H 2.6473 0.7678 -2.3130
C 0.4354 -3.4835 0.1967
H 0.9646 -4.3431 -0.2372
H 0.7434 -3.3630 1.2459
H -0.6441 -3.6763 0.1727
C 2.6001 -2.1259 -1.0411
H 3.1686 -1.8019 -0.1601
H 2.8395 -3.1742 -1.2623
H 2.9032 -1.4981 -1.8883
H -1.3486 0.8689 1.7291
H -1.4260 0.9007 0.9009
S 3.0140 -0.2076 2.1544
C 2.4508 1.1053 3.0956
N 1.2323 1.0322 3.7820
C 0.9823 1.9513 4.9676
C 1.6005 3.3117 4.7416
C 3.0086 3.2605 4.1907
N 3.0709 2.2921 3.0739
H 1.0511 0.0544 4.0656
H 1.3962 1.4492 5.8495
H -0.1025 2.0122 5.0783
H 1.6114 3.8559 5.6918
H 0.9636 3.8810 4.0567
H 3.7418 2.9914 4.9667
H 3.2884 4.2308 3.7669
H 3.9462 2.2825 2.5536
*
```

=====

C23H33N3OS in the gas phase. Source: OMol25; level of theory: ωB97M-V/def2-TZVPD.

Output
HOMO = -7.720 eV
max |F| = 0.0194 Eh/bohr
SMILES string = Cc1ccc(NC(=S)N(CCCN2CCC[C@H](C)C2)Cc2ccco2)cc1C
lowest unoccupied orbital energy = 0.61 eV
orbital gap = 8.3 eV

```
! RIJCOSX wB97M-V def2-TZVPD def2/J DEFGRID3
* xyz 0 1
C -6.7418 -2.6664 1.0487
C -5.5269 -1.9478 0.5465
C -4.3420 -1.9766 1.2667
C -3.2027 -1.3279 0.8301
C -3.2320 -0.6302 -0.3697
N -2.1529 0.0955 -0.8776
C -0.8214 0.0094 -0.6037
S -0.1341 -1.3094 0.1201
N -0.0666 1.0572 -1.0333
C 1.3713 1.0267 -0.8611
C 1.8119 1.5212 0.5170
C 3.3348 1.4899 0.6443
N 3.9034 0.2223 0.2280
C 3.5876 -0.8654 1.1387
C 4.0575 -2.1919 0.5531
C 5.5566 -2.1531 0.2853
C 5.8769 -0.9622 -0.6153
C 7.3747 -0.8439 -0.8777
C 5.3379 0.3136 0.0328
C -0.6641 2.3402 -1.3745
C -1.6128 2.8368 -0.3273
C -2.9428 3.1411 -0.3707
C -3.3023 3.5326 0.9416
C -2.1673 3.4317 1.6823
O -1.1415 3.0162 0.9238
C -4.4236 -0.5827 -1.0906
C -5.5653 -1.2307 -0.6535
C -6.8259 -1.1603 -1.4605
H -7.5660 -1.9701 1.2030
H -6.5296 -3.1650 1.9909
H -7.0716 -3.4146 0.3282
H -4.3049 -2.5193 2.2002
H -2.3010 -1.3685 1.4162
H -2.4193 0.7414 -1.6072
H 1.7103 -0.0025 -0.9848
H 1.8250 1.6353 -1.6472
H 1.4659 2.5438 0.6818
H 1.3482 0.8906 1.2752
H 3.6143 1.7460 1.6837
H 3.7526 2.2618 -0.0102
H 2.5080 -0.9085 1.2793
H 4.0617 -0.7052 2.1260
H 3.5224 -2.3686 -0.3809
H 3.8100 -2.9989 1.2444
H 5.8834 -3.0818 -0.1868
H 6.0965 -2.0474 1.2301
H 5.3543 -1.0981 -1.5676
H 7.5857 -0.0047 -1.5372
H 7.9132 -0.6900 0.0556
H 7.7510 -1.7516 -1.3439
H 5.5426 1.1658 -0.6225
H 5.8677 0.4880 0.9893
H 0.1578 3.0521 -1.4825
H -1.1888 2.2903 -2.3384
H -3.5876 3.1013 -1.2252
H -4.2708 3.8384 1.2786
H -1.9662 3.6179 2.7182
H -4.4549 -0.0258 -2.0189
H -7.1466 -2.1586 -1.7562
H -6.6794 -0.5650 -2.3583
H -7.6306 -0.7147 -0.8763
*
```

=====

A molecular structure, C23H33N3P2STl. Source: OMol25; level of theory: ωB97M-V/def2-TZVPD.

Output
HOMO (alpha / beta) = -9.722 / -8.817 eV
max |F| = 0.0194 Eh/bohr
lowest unoccupied orbital energy (alpha / beta) = -3.18 / -3.98 eV
orbital gap (alpha / beta) = 6.5 / 4.8 eV

```
! RIJCOSX wB97M-V def2-TZVPD def2/J DEFGRID3
* xyz 1 1
C 1.6614 4.1477 -1.9481
C 0.8153 3.3067 -1.2259
C 0.0055 2.3666 -1.9477
C 0.2716 2.1012 -3.3109
C 1.1431 2.9456 -4.0030
C 1.8008 3.9831 -3.3356
C -0.4100 0.9252 -3.9512
C -1.7637 0.6969 -3.3306
C -1.9486 1.0269 -1.9658
C -3.1352 0.6084 -1.2689
C -4.1846 0.0838 -2.0203
C -4.0521 -0.0981 -3.4069
C -2.8398 0.1723 -4.0471
H 2.2128 4.9282 -1.4229
H 1.2905 2.7961 -5.0710
H 2.4490 4.6573 -3.8942
H -0.5008 1.0669 -5.0342
H -5.1142 -0.1805 -1.5149
H -4.8933 -0.4824 -3.9863
H -2.7221 -0.0112 -5.1163
N -1.0144 1.7503 -1.2931
Tl 0.5456 -0.6337 0.1593
C 0.6397 3.3653 0.2758
H -0.4370 3.4246 0.5084
H 1.1699 4.2347 0.6877
C -3.2067 0.8509 0.2272
H -2.9685 1.9124 0.4280
H -4.2115 0.6024 0.5940
P 1.2230 1.8483 1.1790
P -1.9941 -0.0702 1.2844
C -2.8043 -1.6982 1.4492
H -2.2241 -2.3082 2.1554
H -3.8277 -1.5616 1.8223
H -2.8147 -2.1874 0.4665
C -2.2654 0.6632 2.9246
H -3.2972 0.4757 3.2522
H -1.5638 0.2108 3.6393
H -2.0829 1.7464 2.8814
C 3.0093 1.9242 0.8167
H 3.3874 2.9449 0.9778
H 3.5477 1.2275 1.4771
H 3.1831 1.6397 -0.2320
C 1.1518 2.3255 2.9421
H 1.4470 1.4611 3.5578
H 1.8368 3.1649 3.1431
H 0.1268 2.6190 3.2184
H 0.2137 0.0105 -3.7998
H -0.5118 -1.6915 -0.8367
S 0.8330 -1.4136 2.7048
C 1.4747 -2.8864 2.0983
N 2.6872 -2.8981 1.4806
C 3.5433 -4.0868 1.4252
C 2.7007 -5.3424 1.3045
C 1.5840 -5.3088 2.3298
N 0.8139 -4.0724 2.1605
H 3.1773 -2.0089 1.4838
H 4.1610 -4.1182 2.3386
H 4.2137 -3.9737 0.5680
H 3.3415 -6.2056 1.5083
H 2.2914 -5.4411 0.2886
H 2.0103 -5.3330 3.3467
H 0.9046 -6.1565 2.2183
H -0.0799 -4.0467 2.6396
*
```

=====

E (computed, eV): -79097.2260 -41739.8518 -62957.2807
Energy relative to the best compared isomer or geometry (same formula, charge and spin) (computed, kJ/mol): 0.0 21.2 0.0